Entry 1:
The following is a quantum chemistry calculation of a cluster of 4 separate species, C54H34NO7PS in total in a non-equilibrium geometry, from OMol25.

```
98
Properties=species:S:1:pos:R:3:forces:R:3:mulliken_charge:R:1
C -1.331085 0.522204 0.425465 -0.174 -0.137 -0.017 -0.4483
H -6.008013 -2.276733 8.947134 0.004 0.008 0.002 0.3965
C -2.449701 -5.545068 0.263237 -0.056 -0.026 0.012 0.2279
C -3.042668 -8.141941 6.256651 0.038 -0.082 -0.051 -0.6548
C 6.027191 7.062298 -7.135455 -0.006 -0.054 -0.046 0.5289
H -0.621082 -4.440832 0.206436 -0.057 0.033 0.009 0.5131
C -5.069450 -4.063071 8.236030 -0.035 0.083 0.047 -0.5492
C 6.833040 8.638790 -8.874972 0.030 0.056 -0.083 -0.5606
O 5.748192 10.278784 -4.530796 0.009 0.001 0.001 -0.6565
H 0.942484 4.419686 1.690177 -0.011 0.003 -0.010 0.2685
C -1.322647 1.225328 1.622479 0.075 -0.003 -0.142 -0.7489
H -1.905336 -0.392652 0.333376 0.009 0.049 0.008 0.5921
C 4.870212 3.718099 -0.787383 -0.308 0.296 -0.240 -0.1589
H 4.609206 6.297383 -2.032052 -0.035 -0.013 -0.009 0.4279
C 5.609023 6.871201 -5.716543 0.019 0.069 0.001 0.2647
C -6.084393 -2.416353 6.805968 0.010 -0.015 0.012 -0.5372
C -4.098089 -6.502224 4.839943 -0.029 0.047 0.057 -0.1909
S 1.084416 2.794463 -1.890885 -0.031 0.009 -0.131 -0.2596
C -4.737296 -4.824167 7.122337 0.006 -0.026 -0.066 0.2630
H 6.526271 11.634207 -6.454867 -0.013 -0.037 0.054 0.4735
P 6.553215 3.651978 -1.382839 1.049 -0.570 0.756 0.6282
C -6.933317 -3.476391 -0.137691 0.005 -0.023 0.006 -0.5801
O -2.768112 -3.214370 0.139123 0.012 0.061 -0.016 -0.7310
C -5.760361 -3.172522 5.692697 -0.050 0.083 0.037 -0.5543
H -4.165024 -6.970305 2.759323 -0.057 0.092 0.039 0.4600
H 3.259511 4.782102 1.996856 -0.084 -0.022 -0.031 0.3031
C -4.521275 -6.963393 0.294929 -0.057 -0.157 -0.052 0.5751
H 5.148720 8.580088 -2.829313 0.005 0.048 -0.049 0.4802
H 4.683563 4.393057 -3.620575 -0.050 0.016 -0.003 0.2690
C -3.845782 -7.299376 3.734155 0.067 -0.120 -0.042 -0.2671
C -0.274381 -6.553137 0.397532 -0.019 -0.009 0.015 -0.5633
C 7.165022 9.912042 -9.304847 -0.010 0.009 0.022 -0.4791
C -5.558683 -3.344290 -0.042941 -0.087 0.047 -0.009 -0.8200
C 6.391715 8.440077 -7.572735 -0.010 0.012 0.064 0.1827
H 7.015216 4.974895 -1.513487 -0.351 0.147 -0.211 0.0585
N 0.982399 4.004074 0.770540 0.156 -0.168 0.197 -0.2465
C -3.993366 -6.103801 7.316798 0.026 -0.023 0.061 0.5181
C -7.518218 -4.737665 -0.106633 0.019 0.016 0.009 -0.5406
C -3.038851 -6.807413 0.350568 -0.028 0.109 -0.059 0.5233
H -0.549937 2.901478 2.699477 0.107 0.086 -0.061 0.2933
C 5.546378 7.949187 -4.831707 0.020 -0.014 -0.061 0.2521
C 4.932602 5.388411 -3.952007 0.006 0.200 -0.174 0.3412
H -2.701967 -8.911755 0.558946 -0.096 0.033 -0.056 0.6114
C 5.851609 9.336847 -5.286641 -0.010 0.053 0.046 0.5879
H -7.172786 -6.852125 0.060983 0.057 -0.032 0.021 0.4937
O 6.073953 6.126728 -7.904788 0.004 0.001 0.002 -0.6566
C 0.155248 2.142052 -0.532469 0.136 -0.030 -0.041 0.7814
H 6.527918 3.186934 -2.710084 -0.348 0.093 -0.084 0.0630
H -0.240550 -8.689841 0.603989 0.005 -0.003 -0.006 0.4243
C -0.594268 0.979173 -0.656896 0.078 0.095 0.159 -0.7336
H 0.803243 -6.456856 0.407375 0.005 -0.002 0.007 0.4114
C -3.283679 -4.312151 0.161308 0.024 0.061 0.036 0.6451
C -6.729307 -5.866631 0.030044 -0.097 0.030 0.003 -0.7194
H -7.553118 -2.595141 -0.238323 -0.005 0.002 -0.002 0.4175
C 5.291330 5.593629 -5.273919 0.003 -0.079 0.075 -1.1625
O 7.454196 2.879709 -0.491429 -0.076 -0.011 -0.116 -0.6897
C -3.703714 -6.928192 6.109436 -0.022 0.038 -0.012 0.4816
H -6.022037 -2.837082 4.698564 0.016 -0.059 -0.032 0.5332
C 6.615597 10.801609 -7.138708 0.039 0.068 -0.070 -0.5589
C -1.065963 -5.423342 0.282421 0.095 -0.034 0.019 -0.6459
C 5.187348 7.738112 -3.506486 -0.018 -0.053 0.080 -1.0417
H 5.331693 4.768640 -5.972043 0.028 0.036 -0.047 0.4819
C 3.392435 4.361503 1.006126 -0.123 0.001 0.045 -0.9393
C 4.885765 6.460500 -3.066604 -0.032 -0.031 0.013 -0.2100
C 7.051052 10.994119 -8.438506 -0.004 -0.024 -0.002 -0.4743
C -4.784617 -5.196138 4.637580 -0.002 0.041 -0.079 0.4709
C 2.289746 3.911573 0.278732 0.221 0.107 -0.110 0.6168
C 6.291326 9.524387 -6.698637 -0.009 -0.065 0.005 0.1804
O -5.082750 -4.810312 3.525878 0.013 0.003 0.004 -0.6042
O -5.032894 -8.060806 0.386038 0.021 0.005 0.018 -0.6764
H -1.902847 0.859310 2.460608 0.046 0.067 -0.003 0.3923
H -6.606058 -1.476081 6.685222 -0.004 0.003 0.003 0.4063
C 4.664539 4.268948 0.478014 0.045 0.106 -0.063 -0.7076
H 5.505155 4.623384 1.063759 0.013 -0.046 -0.049 0.3764
C -0.861619 -7.809296 0.504466 -0.007 0.026 0.009 -0.6857
C 2.495352 3.349255 -0.984149 -0.213 -0.119 0.153 0.5019
C -2.787426 -8.930509 5.145714 -0.025 0.082 0.018 -0.7269
C 0.191491 2.834302 0.674813 -0.210 0.100 -0.041 0.2321
H -5.093083 -2.368911 -0.067812 0.061 -0.021 0.000 0.5279
H 3.905969 2.779015 -2.473738 -0.017 -0.044 0.046 0.5763
C -5.350021 -5.738795 0.129227 0.087 0.044 -0.020 0.6770
H -8.592510 -4.838091 -0.187271 -0.006 0.002 0.005 0.4124
H 7.305752 11.989003 -8.779054 0.003 0.003 -0.004 0.3977
O -3.640405 -6.459761 8.420546 -0.010 -0.002 0.000 -0.6751
H -0.600392 0.431695 -1.590716 0.053 0.038 -0.003 0.3978
C -3.194227 -8.508932 3.884246 0.035 -0.086 0.070 -0.2726
H 7.512556 10.064531 -10.318061 -0.003 0.004 -0.005 0.3970
C -5.094158 -4.381925 5.846514 0.015 -0.052 0.027 0.1063
C -4.761737 -4.474116 0.083940 0.030 -0.058 -0.005 0.2803
H -2.273062 -9.875259 5.262203 -0.005 -0.007 0.002 0.3952
C -5.745163 -2.865069 8.077943 0.005 -0.005 -0.025 -0.4904
C -2.239832 -7.937093 0.480789 0.110 -0.040 -0.024 -0.7227
H -4.795544 -4.419373 9.219358 0.040 -0.050 -0.022 0.4818
H 6.914011 7.790589 -9.540448 -0.033 -0.044 0.042 0.4722
H -2.734904 -8.458717 7.243534 -0.032 0.049 0.033 0.4950
C 3.772946 3.242988 -1.502528 0.195 -0.051 0.021 -0.4054
C -0.555470 2.376341 1.750767 -0.183 -0.213 0.115 -0.6734
H -3.005440 -9.126736 3.016772 -0.003 -0.010 -0.002 0.4520
```
Positions in Å, forces in eV/Å.

## Properties
HOMO energy = -8.1 eV
F_max = 1.41 eV Å⁻¹
LUMO level = -1.04 eV
2S+1 = 1
HOMO-LUMO gap = 0.260 Eh
total energy = -92498.97300 eV
SMILES = O=[PH2]c1ccc2c(c1)Sc1ccccc1N2.O=C1c2ccccc2C(=O)c2ccccc21.O=C1c2ccccc2C(=O)c2ccccc21.O=C1c2ccccc2C(=O)c2ccccc21

***

Entry 2:
The following is a quantum chemistry calculation of a structure of composition C54H36Cl4N6O2SnTe in a non-equilibrium geometry, from OMol25.

```
104
Properties=species:S:1:pos:R:3:forces:R:3:mulliken_charge:R:1
C -3.376745 -2.618307 -1.957416 -0.087 -0.279 0.161 -0.0044
N 1.043622 0.159978 2.388925 0.351 -0.867 1.514 -0.0794
C -0.710931 -1.607303 2.784635 -0.354 -0.394 -0.218 1.7727
H 3.835247 4.524602 -0.808226 -0.014 0.065 0.388 0.6403
H 3.117610 -0.262859 4.974607 -0.144 -0.190 -0.151 0.5384
H 1.106007 -2.083395 4.880395 0.522 0.491 -0.739 0.4611
H 0.343520 -4.117619 2.317728 -0.097 0.080 -0.222 0.4260
H 4.114082 -3.018547 -3.951075 -0.009 -0.113 0.604 0.3681
N -1.516303 -0.042048 1.045218 -1.326 -0.167 -0.332 -0.0936
C 2.774614 5.734026 -4.957903 -0.968 -1.123 2.574 0.3471
C 4.300411 2.057655 4.941465 0.870 0.252 -0.351 -0.4395
Cl -2.211653 -7.000672 5.299738 0.154 0.198 -0.102 -0.2120
C -0.778614 -5.369218 3.620238 -0.250 -0.027 -0.055 -0.8688
C 2.360452 -0.367350 4.206725 -0.234 -0.610 0.001 -1.2445
C -7.231763 1.683097 -1.784117 1.142 -0.698 0.496 0.2587
H 2.487789 -1.506229 -5.067264 -0.318 -0.378 -0.005 0.3447
Cl 3.450408 6.491585 -6.313770 0.324 0.457 -0.534 -0.2036
C 1.720675 4.320218 -2.636108 0.201 0.077 -1.764 -0.1915
C -2.062722 1.923059 -1.225661 0.854 0.749 0.796 0.8325
H 3.341388 2.148554 5.414865 -0.285 0.124 0.241 0.5794
C -1.041894 -2.911398 3.480356 -0.024 -1.229 0.851 -0.7028
H -5.242247 1.432353 0.955151 -0.349 -0.154 0.402 0.6973
H 0.812700 -2.098342 -5.445457 0.672 -0.074 0.220 0.3541
H -4.778221 -0.714332 0.761146 0.358 -0.184 0.366 0.6332
C 5.467934 2.198347 5.728951 0.470 -0.281 -1.251 -0.7738
O 3.084776 -2.869303 -0.276888 0.154 -0.082 0.170 -0.5348
C -2.755630 0.196786 0.417956 0.389 -0.344 1.288 0.7437
H 7.804183 1.788452 3.250401 -0.722 0.127 0.110 0.3363
C 2.079904 3.243030 -0.387762 -1.021 -1.722 1.393 0.1004
C 2.533240 -2.790366 -2.477296 -0.493 0.205 0.886 0.4770
H 4.650733 3.753171 1.654420 -0.176 -0.242 -0.372 0.5792
C 2.882356 2.410031 1.582742 -2.163 -0.151 -1.100 0.3002
H -4.629229 -6.129086 -0.826398 -0.064 0.524 -0.336 0.3515
C 2.050263 4.516712 -5.111850 0.448 0.847 0.365 -0.8489
C 1.581764 3.843841 -3.988139 0.060 0.285 0.769 -0.1873
C -3.739850 -0.668534 1.079595 0.480 -0.163 -0.562 -1.3326
C -6.214474 1.568898 -2.748943 -0.443 0.063 0.644 -0.8541
C 6.805415 1.898227 3.706083 0.167 -0.771 1.165 -0.7474
C 2.206026 0.541588 3.101373 -1.560 -0.158 -0.944 0.2526
C 1.472212 -2.602938 -3.495310 -0.976 0.378 0.910 0.1498
H -0.327140 -6.266470 3.208007 -0.014 0.085 0.120 0.4195
H -6.450244 1.698563 -3.799526 -0.023 -0.134 0.103 0.4063
C 3.988731 -2.948742 -2.857736 0.110 -0.475 0.501 -1.3556
H -6.182292 -4.539859 -2.098413 0.470 -0.069 -0.179 0.3511
H 2.617183 -2.724258 0.568589 0.125 0.007 -0.622 0.3539
H 1.871844 4.092901 -6.107943 0.198 0.254 0.462 0.3724
C -1.108992 3.570921 -2.447345 -0.443 -0.493 0.146 -1.2732
C -0.436306 -4.128338 3.066962 -0.412 0.608 0.596 -0.0603
C -4.492247 1.273340 -1.008278 -1.240 -0.223 -0.742 0.1807
H -3.291233 3.216447 -2.570274 0.600 -0.078 0.051 0.5689
H 2.191964 -3.244961 -5.424358 -0.054 0.319 0.105 0.3553
N 2.116340 -2.716704 -1.251092 0.397 0.162 -1.081 0.4606
C 3.326356 3.875299 -0.108672 0.531 -0.618 0.303 -1.1147
H -2.483443 -2.145631 4.893681 0.117 0.127 0.312 0.5360
N 1.781740 2.342429 0.696736 1.551 1.381 -0.630 -0.2690
H 4.551735 -2.073117 -2.484169 -0.228 -0.379 -0.170 0.3060
C 2.923973 6.260311 -3.633596 -0.882 -1.987 -0.880 -0.9025
H 3.531092 7.120190 -3.456069 0.048 0.581 -0.028 0.4314
H -3.540848 -2.192536 2.620876 0.117 -0.131 0.017 0.5767
Cl 8.146346 2.106558 6.074417 0.767 0.099 0.372 -0.2045
H -2.377985 -5.373171 -0.274656 -0.278 0.093 -0.258 0.3263
H 5.714115 1.560404 1.904701 0.016 -0.173 -0.182 0.6021
C 1.226747 3.445168 -1.513477 0.356 0.591 0.612 1.0662
C 1.772498 -2.342162 -4.951686 -0.289 0.003 0.088 -1.6028
H -4.171445 1.194535 -3.154293 0.089 -0.058 0.089 0.6305
C -5.131085 -4.287888 -1.926488 -0.243 -0.269 0.389 -0.4271
H 4.409971 -3.851978 -2.325524 -0.388 0.910 -0.722 0.3215
H -3.019073 -1.610261 -2.143696 -0.160 -0.142 -0.346 0.4884
C -4.898639 1.311016 -2.359968 0.023 0.259 0.209 -0.5555
H 1.080542 2.899662 -4.163289 -0.002 -0.044 0.148 0.4806
C -6.902071 1.498815 -0.426515 0.320 0.564 -0.457 -1.0189
C 3.791322 3.384593 1.095759 0.276 1.165 -0.451 -1.1700
C -3.084924 -1.448527 1.993206 -0.860 0.565 -1.008 -1.4883
H -0.916574 4.413856 -3.064402 -0.095 0.427 -0.471 0.6588
Te -0.475707 -2.881595 -0.937917 -0.298 -0.460 -0.536 0.5232
C -0.106092 2.985042 -1.618104 -1.027 -1.196 1.270 0.2106
C 2.357749 5.570041 -2.523050 0.226 0.056 -0.747 -0.3337
C -1.710269 -1.066761 1.948049 0.559 0.902 -0.172 0.1516
C 5.633107 1.709932 2.968193 -0.707 0.853 0.651 -0.4557
C -3.053112 1.115899 -0.619250 0.119 -0.559 0.832 0.7725
C -4.303738 -5.148674 -1.200511 -0.471 0.020 0.365 -0.5634
C 6.748349 2.046243 5.123552 -2.688 0.411 -1.357 0.3586
O -0.737189 -2.172629 -3.870958 0.163 -0.191 0.433 -0.6861
H -5.345516 -2.352099 -2.799639 0.158 -0.037 0.012 0.3997
C -2.536577 -3.500720 -1.271922 0.469 1.267 -0.767 -0.1256
H 5.386301 2.461051 6.781049 0.051 -0.281 -0.163 0.3778
C 0.525342 -1.004362 3.011478 1.145 1.943 -0.290 -0.1517
C -1.719551 -5.471893 4.646017 0.265 1.751 -0.071 0.2758
N -0.742902 2.007011 -0.815810 0.208 0.784 -1.152 -0.0687
N 0.197737 -2.487199 -3.088943 0.367 -0.571 -0.137 0.4397
C -1.945972 -3.027233 4.578319 0.383 -0.534 -0.935 -0.1046
C -5.558448 1.365335 -0.070274 0.885 0.394 -0.592 -0.3410
C 4.330040 1.838149 3.550296 0.862 -0.656 0.324 0.1305
H 2.438637 6.052620 -1.559159 0.054 -0.061 0.092 0.6796
C -4.664322 -3.034953 -2.297534 -0.049 0.451 0.121 -0.7122
C -2.301388 2.946649 -2.194751 -0.092 0.538 -0.379 -1.3219
Cl -8.876834 1.962958 -2.234624 0.061 0.033 -0.077 -0.2117
H -7.663685 1.579892 0.353970 0.247 -0.042 -0.370 0.3880
Sn 0.534669 0.507909 0.235766 0.756 -0.769 -0.753 0.3309
C -2.250983 -4.266825 5.167865 0.276 -0.434 -0.538 -0.7864
C 1.378758 -1.326659 4.117558 0.202 0.158 1.175 -1.0014
H -2.913779 -4.337615 6.026125 -0.028 0.180 -0.222 0.3979
C 3.048225 1.622131 2.745804 0.714 -0.478 0.108 0.9222
C -3.037863 -4.718413 -0.856194 1.150 -0.920 0.207 -0.1708
```
Positions in Å, forces in eV/Å.

## Properties
HOMO energy (alpha / beta) = -6.7 / -6.7 eV
F_max = 3.04 eV Å⁻¹
energy relative to the best compared isomer or geometry (same formula, charge and spin) = 0.000 eV
LUMO level (alpha / beta) = -1.76 / -1.76 eV
2S+1 = 1
HOMO-LUMO gap (alpha / beta) = 0.182 / 0.182 Eh
total energy = -132827.92298 eV